# 1
122
Properties=species:S:1:pos:R:3:forces:R:3 method="wB97M-V/def2-TZVPD" charge=+1 total_energy_ha=-5799.48388 homo_ev=-11.4 gap_ev=7.656
O -4.931 -1.242 -4.238 0.2 0.1 -0.2
C 1.181 -4.825 6.945 0.0 0.3 -0.2
C 0.674 8.570 -2.429 0.3 -0.2 -0.2
H 4.054 -1.042 -5.544 0.8 -0.1 1.3
H 3.558 2.720 -9.772 -0.1 0.7 1.8
O 1.342 -3.950 6.113 0.0 -0.2 0.1
H -6.616 0.276 -5.499 0.0 0.0 0.0
C 2.425 1.391 -2.435 0.6 4.5 3.3
C 3.365 3.107 -8.703 0.3 -0.7 -0.1
H -6.389 -1.753 6.939 0.0 0.0 0.0
H -1.973 -0.084 -7.374 0.0 0.1 -0.1
H 1.540 -5.401 10.330 0.0 0.0 0.0
H -2.796 -2.048 1.760 1.6 0.2 -0.3
C -1.431 -3.019 -3.614 0.8 -1.7 0.2
H -2.812 -3.119 -0.482 1.3 0.0 0.9
C -5.508 -3.831 9.602 0.3 -0.1 0.2
C -3.534 -2.807 8.570 0.2 0.0 0.1
N 0.722 -0.059 -6.432 3.3 0.6 4.8
C 2.255 2.104 -6.534 0.5 -0.2 1.4
C -0.540 -3.296 -2.291 -0.8 1.4 0.4
O 1.867 2.530 0.981 0.1 0.2 0.3
H 0.063 -1.722 -0.737 -1.6 -0.9 -0.4
C 3.978 5.389 1.049 0.1 -0.3 -0.2
C 3.352 1.838 -7.678 0.1 1.3 -0.4
C 2.809 5.080 3.268 -0.2 -0.2 0.1
C -5.307 0.902 -7.044 -0.2 -0.1 0.3
O -1.932 -1.689 4.220 1.3 1.0 1.6
H -6.018 1.534 -7.562 0.1 0.0 0.0
C -3.284 -0.710 -5.830 0.1 0.2 -0.3
H 1.866 -3.612 8.631 0.0 0.0 0.0
C 4.660 -1.100 -4.579 -0.8 1.0 -0.1
H 1.370 2.728 -6.915 1.2 -1.4 0.5
C 1.475 0.614 -1.421 0.1 0.0 0.1
H 0.444 -6.310 5.517 0.0 0.0 0.0
H 0.543 -3.682 -4.592 -1.6 0.6 -0.4
H 0.393 0.671 -1.781 1.4 -0.3 0.3
O -1.148 9.542 -1.303 0.3 -0.2 0.0
C 3.367 4.302 0.575 0.1 0.2 0.0
C -0.840 -1.334 6.646 1.1 -0.7 -0.8
C 3.746 5.859 2.431 0.3 0.4 0.1
H 0.138 8.641 -3.367 0.0 0.0 0.0
O 4.305 6.849 2.864 -0.2 -0.3 -0.1
H 0.215 -1.501 6.229 -1.5 0.2 0.5
H 4.215 3.795 -8.380 -1.3 -0.7 -0.5
O 2.754 2.568 -2.138 -1.1 -4.7 -1.8
C -0.591 -1.877 3.687 1.6 -1.0 0.1
H 2.359 3.649 -8.741 1.5 -0.7 0.3
H -1.207 -3.895 0.213 -1.2 1.1 -0.4
H 4.402 1.711 -7.227 -1.8 0.0 -0.6
C -0.028 9.074 -1.229 -0.5 0.2 0.0
N 1.357 -0.929 -4.322 -2.2 -1.5 -2.3
H -1.958 -2.010 -3.618 1.0 -1.3 0.1
H -0.691 -3.679 2.311 0.2 1.9 -0.1
C -5.628 0.228 -5.939 -0.1 0.2 -0.2
C -4.184 -3.680 9.570 -0.2 -0.1 0.1
C 0.803 -6.887 8.903 -0.1 -0.3 0.4
O 3.735 7.501 -0.981 -0.3 0.2 -0.2
C 1.492 -4.594 8.371 0.0 -0.1 0.3
C 1.912 8.474 0.144 -0.2 0.1 0.2
C -0.907 -2.174 -1.174 0.2 -1.3 0.3
C 2.430 3.523 1.411 0.0 -0.1 -0.2
C -0.575 -2.533 2.228 -1.3 0.6 0.1
C -0.499 -3.302 -4.899 -0.6 -0.9 -0.2
H -0.760 -0.480 7.409 -0.6 -1.2 -1.4
C -4.641 -0.628 -5.248 -0.3 -0.2 0.4
C 1.903 8.058 -2.349 -0.3 0.1 -0.2
C -4.409 -2.107 7.605 -0.2 0.1 -0.1
O -2.661 -0.042 5.655 2.3 -3.5 -1.1
C 4.145 -0.077 -3.445 2.5 -0.8 2.6
C 1.718 0.799 -5.806 -2.7 -3.4 -0.1
C -2.963 -0.036 -6.935 0.2 -0.3 0.3
O -7.591 -3.270 8.665 0.3 0.0 0.0
C -3.951 0.821 -7.626 0.0 0.4 -0.5
H 0.591 -3.248 -2.477 -1.5 -0.2 -0.1
H 2.431 7.686 -3.217 0.0 0.0 0.0
C 0.543 -1.144 -5.482 1.6 3.5 -1.2
H -1.133 -2.304 7.213 0.5 2.0 -1.5
O 4.714 -0.054 -2.333 -2.2 0.3 -3.8
C 2.614 7.971 -1.056 0.3 -0.1 0.0
C -5.734 -2.258 7.637 0.3 0.1 -0.1
H -0.987 -4.150 -5.502 0.9 1.5 0.7
Br 3.018 0.226 -8.792 0.1 0.4 0.7
C -6.384 -3.132 8.637 -0.5 0.0 0.0
H 2.649 5.438 4.278 0.0 0.0 0.0
H 0.418 -2.287 1.718 -1.2 -0.5 0.9
H -0.793 -4.339 -1.876 0.6 1.6 -0.7
H 0.155 9.358 0.933 0.0 0.0 0.0
N -0.299 -2.130 -5.808 0.5 -0.5 1.2
H 1.509 3.411 3.393 0.0 0.0 0.0
O 0.642 -7.760 9.733 0.0 0.2 -0.3
C 2.198 3.994 2.794 0.0 0.1 0.2
H 1.807 -0.460 -1.197 -0.5 1.4 -0.8
H -0.024 -2.604 4.384 -0.8 1.2 -1.1
H 4.666 5.971 0.451 0.0 0.0 0.1
C 0.683 8.986 0.064 0.3 -0.1 0.2
H -0.035 -0.875 3.713 -0.8 -1.3 -0.3
H 0.118 -8.100 7.216 0.0 0.0 0.1
H 2.449 8.403 1.083 0.1 0.0 0.0
H 1.396 -1.546 -3.502 0.2 0.7 -0.3
C 1.317 -5.553 9.281 0.1 0.3 -0.1
C 0.667 -6.159 6.566 -0.1 -0.3 0.1
C -1.783 -2.938 -0.028 1.3 2.0 -0.5
N 2.072 0.241 -4.504 -1.1 2.7 -4.6
N 3.009 0.841 -3.691 0.2 -2.4 1.0
O -3.657 1.433 -8.634 0.0 -0.2 0.3
C -1.861 -0.993 5.461 -1.8 2.8 1.3
H 5.735 -0.801 -4.828 -1.5 -0.6 0.6
H -3.528 -4.185 10.269 0.0 0.0 0.0
H 1.501 1.163 -0.400 0.2 -0.6 -2.0
H -2.244 -3.838 -3.615 1.1 1.5 -0.1
O -2.321 -2.670 8.545 -0.9 -0.5 0.7
C -1.768 -1.983 1.268 -0.1 -1.0 0.0
H -1.482 -1.294 -1.625 0.7 -1.3 0.6
H -1.587 -0.894 0.959 -0.3 -1.5 0.5
H 4.567 -2.147 -4.143 0.4 1.5 -0.5
H 3.526 3.944 -0.433 0.0 0.0 0.0
H 2.783 2.745 -5.727 -0.9 -1.0 -1.2
H -2.576 -1.341 -5.312 -0.1 0.1 0.0
C 0.493 -7.118 7.476 0.0 0.1 -0.4
H -6.000 -4.466 10.329 0.0 0.0 0.0
H -0.785 -2.076 -6.721 0.7 0.2 1.0
H -3.918 -1.472 6.879 -0.1 0.1 0.1


# 2
16
Properties=species:S:1:pos:R:3:forces:R:3 method="wB97M-V/def2-TZVPD" charge=+1 total_energy_ha=-288.07261 homo_ev=-14.2 gap_ev=8.559 relative_energy_kcal_mol=56.77
C -1.972 -0.902 -0.921 0.4 2.0 -1.7
N -0.361 0.726 0.348 -0.8 -0.6 -0.3
H 3.524 -0.256 3.008 0.1 0.0 -0.2
O 3.394 -0.273 2.051 -0.7 0.0 0.2
H 1.447 -0.472 -0.858 0.2 0.4 -0.6
H -2.694 -1.017 -0.125 0.2 -0.3 0.3
C 0.483 -0.682 -1.313 -0.2 0.2 1.6
H 0.456 -1.295 -2.197 -0.1 -0.2 0.0
H -1.808 -1.763 -1.569 -0.2 -0.3 0.7
C -1.210 1.676 0.528 0.6 -0.2 -0.7
C -0.613 -0.319 -0.627 0.8 -2.1 0.0
H -0.856 2.703 0.562 -0.1 -0.1 1.4
H -2.358 -0.164 -1.643 -0.7 -0.2 0.2
H 4.237 -0.059 1.661 0.5 0.1 -0.1
H -2.248 1.428 0.350 -0.1 0.3 -0.5
H 0.579 0.670 0.746 0.2 1.0 -0.5


# 3
13
Properties=species:S:1:pos:R:3:forces:R:3 method="wB97M-V/def2-TZVPD" total_energy_ha=-265.73245 homo_ev=-9.0 gap_ev=9.937 relative_energy_kcal_mol=31.81
H 1.282 3.170 -2.639 -0.1 0.1 -0.3
N -0.752 -0.052 0.407 0.0 0.1 -0.1
H 1.337 3.318 -4.193 -0.2 0.2 0.1
H -0.537 -1.839 -0.690 -0.1 -0.1 0.0
H -0.972 -1.308 3.382 0.0 0.0 0.0
H -1.609 0.550 2.097 -0.1 0.0 0.4
N -0.631 -1.256 2.441 0.2 -0.5 0.3
C -1.018 -0.228 1.635 0.1 0.2 -0.7
O 1.614 2.775 -3.453 0.2 -0.3 0.2
C 0.066 -1.027 -0.282 0.3 -0.1 0.4
H 0.580 -0.553 -1.107 0.0 0.2 -0.3
H 0.864 -1.453 0.346 -0.1 -0.1 0.0
H -0.224 -2.097 2.057 -0.1 0.3 0.1


# 4
127
Properties=species:S:1:pos:R:3:forces:R:3 method="wB97M-V/def2-TZVPD" total_energy_ha=-2977.08923 homo_ev=-9.7 gap_ev=10.086
H 6.847 1.135 2.604 0.0 0.0 0.0
C 3.729 2.991 1.518 0.0 -0.2 0.1
C 0.948 -4.744 -3.744 -0.1 0.1 0.0
H -0.404 7.599 4.385 0.0 0.0 0.0
H 8.854 -0.200 -2.147 -0.1 0.0 0.1
H 3.746 3.527 0.569 0.0 0.0 0.0
H 1.692 -5.192 4.346 0.0 0.0 0.0
H 1.923 3.442 -1.091 0.0 0.0 0.0
O 2.502 2.695 3.606 -0.3 0.0 0.0
C 10.968 -0.420 -2.500 0.0 0.0 0.0
H -7.292 -2.380 -7.812 0.0 0.0 0.0
H 9.836 1.091 -1.443 0.0 0.0 -0.1
C 1.533 6.631 4.374 0.1 0.2 0.0
H 4.669 3.191 2.037 0.0 0.1 -0.1
O 9.764 -0.702 -0.406 -0.1 0.1 -0.1
H -0.039 3.585 -2.645 0.0 0.0 -0.1
H -8.189 -4.138 0.582 0.0 0.0 0.0
H -3.238 1.848 2.526 0.1 0.1 0.7
C 2.074 -5.656 3.434 -0.1 -0.1 0.0
O -3.859 4.147 1.781 0.4 -0.4 -0.3
C -6.041 -4.075 0.444 0.0 -0.1 0.1
C -5.145 -2.362 -7.979 0.0 -0.1 0.1
H -2.117 -2.137 -0.814 0.0 -0.1 0.0
H -2.353 0.873 -0.299 0.1 0.0 0.1
H 7.324 -0.391 1.835 0.0 0.0 0.0
H 0.885 1.237 3.895 0.7 -0.2 -0.1
H 2.586 4.485 2.569 0.0 0.0 -0.1
O -4.913 -1.636 -6.775 -0.1 -0.1 -0.1
H -0.976 -0.887 -1.320 0.1 -0.1 0.0
O 0.668 0.325 3.638 -0.5 0.3 0.1
C -2.029 -1.181 -4.929 0.1 0.0 0.1
O -2.213 -1.868 -3.691 0.0 0.0 -0.1
F -2.143 3.791 0.441 0.1 0.2 0.0
C 2.546 3.411 2.365 0.1 0.1 -0.1
O 0.040 -5.169 2.167 0.1 -0.2 0.0
H 0.707 -0.683 0.781 -0.1 0.2 0.2
H 10.977 0.111 -3.452 0.0 0.0 0.0
H 1.157 5.644 4.111 0.0 0.0 0.0
C 7.054 1.262 0.468 0.2 0.1 0.1
H -3.249 -0.101 -1.417 0.1 0.1 0.0
H 1.610 3.190 1.853 0.0 0.0 0.1
O 7.204 2.685 0.443 -0.2 -0.1 0.0
H -0.656 -1.110 -6.600 0.0 0.0 0.0
H -5.416 0.846 1.486 -0.1 0.0 0.0
H 8.129 2.877 0.617 0.0 0.0 0.0
C 1.454 -5.014 2.207 0.0 0.1 0.1
H -7.393 -5.609 1.142 0.0 0.0 0.0
C 9.794 0.014 -1.641 0.3 -0.1 0.1
H 2.663 2.234 -2.141 0.0 0.0 0.0
H -6.511 -3.820 -7.159 0.0 0.0 0.0
Si -0.904 0.197 3.221 -0.2 -0.1 0.5
H 10.586 -0.513 0.056 0.0 0.0 0.1
H -4.328 -3.071 -8.150 0.0 0.0 -0.1
H 8.500 0.913 2.032 0.0 -0.1 0.0
H 2.235 -3.624 -2.424 0.0 0.0 0.0
N -2.449 2.414 2.225 0.2 -0.4 -0.9
H 6.005 1.054 0.261 0.0 0.1 0.0
H -5.210 -4.757 0.233 0.0 0.0 -0.1
H 3.685 1.919 1.315 -0.1 0.0 0.0
H -5.830 -4.105 2.382 0.0 0.0 0.0
H 0.829 -3.934 -4.464 0.0 0.0 0.0
H 11.913 -0.221 -1.990 0.0 0.0 0.0
H -0.109 -2.895 0.928 -0.1 -0.1 0.1
H 0.444 7.663 2.830 0.0 0.0 0.0
H -4.708 1.140 5.873 0.0 0.0 0.0
H -7.510 -5.281 -0.591 0.0 0.0 0.0
C -2.767 -0.131 -0.433 -0.2 -0.2 -0.4
H 3.168 7.611 3.972 0.1 0.0 0.0
H -4.551 1.627 0.153 0.0 0.1 0.0
C 0.572 7.711 3.912 0.0 0.0 -0.1
O -0.399 2.007 1.216 -0.5 0.0 0.5
O -4.964 1.678 3.948 0.3 0.1 -0.2
C -0.768 -1.627 -5.646 0.0 -0.1 0.0
C 0.625 2.713 -2.653 0.0 0.0 0.2
O -1.213 -1.196 2.450 0.4 0.4 -0.4
H 7.657 0.822 -0.328 -0.1 -0.1 0.0
H -5.043 3.437 6.837 0.0 0.0 0.0
H -1.449 -1.677 -3.136 0.0 -0.1 0.0
H 1.828 -5.484 1.298 0.0 0.0 0.0
C -4.968 0.680 0.505 0.2 -0.2 0.1
C -1.247 1.695 2.035 0.3 0.0 -0.4
C 1.303 -4.186 -2.379 -0.1 -0.1 0.0
H 2.439 3.895 -2.721 0.0 0.0 0.0
H -0.043 1.946 -0.991 0.0 -0.1 0.1
H -5.119 -1.623 -8.778 0.0 0.0 0.0
H 1.658 6.668 5.462 -0.1 -0.1 0.0
H 3.160 -5.546 3.427 0.0 0.0 0.0
O -5.834 -3.431 1.697 0.0 0.0 -0.1
Si -0.525 -1.489 0.934 0.3 -0.6 -0.4
H -6.019 -3.282 -0.302 0.0 0.0 0.0
C -1.659 -1.190 -0.521 -0.2 0.4 0.3
C -7.362 -4.820 0.387 0.0 0.1 0.1
H 1.724 -5.422 -4.103 0.0 0.0 0.0
C -2.891 3.508 1.490 -0.7 0.2 0.6
H 0.116 -1.420 -5.037 0.0 0.0 0.0
O 0.324 -3.271 -1.896 0.0 0.1 -0.1
H 10.913 -1.491 -2.697 0.0 0.0 0.0
H -2.910 -1.403 -5.529 0.1 0.1 0.0
C -4.555 2.033 5.270 0.0 0.1 0.0
H -0.799 -2.702 -5.833 0.0 0.0 0.0
H -2.003 -0.101 -4.752 0.0 0.0 0.0
O 2.808 6.750 3.742 -0.1 -0.1 0.0
H 1.435 -5.000 -1.657 0.1 0.0 0.0
C -3.879 -0.413 0.569 -0.4 0.6 -0.1
C -5.352 3.199 5.819 -0.1 0.0 -0.1
C -6.478 -3.088 -7.968 0.0 0.1 0.1
H -0.326 -4.742 2.948 -0.1 0.1 0.0
H -3.516 -0.465 1.596 0.1 -0.3 0.0
H -5.763 0.402 -0.184 0.0 0.1 -0.1
H -5.209 4.088 5.201 0.0 0.0 0.0
H 0.005 -5.294 -3.703 0.0 0.0 0.0
H 0.696 2.354 -3.679 0.0 0.0 0.0
H 1.830 -6.718 3.471 0.0 0.0 0.0
C 7.453 0.691 1.814 -0.1 0.0 0.0
H -4.866 2.468 3.399 -0.3 0.1 0.1
H -6.416 2.962 5.822 0.0 0.0 0.0
H -1.783 0.303 4.403 -0.1 0.0 -0.1
H -6.645 -3.613 -8.909 0.0 0.0 0.0
H 3.313 2.883 4.086 0.0 0.0 0.0
H -4.356 -1.361 0.316 0.2 -0.2 0.3
H -4.924 -2.262 -6.044 0.0 0.0 0.1
H 1.713 -3.950 2.162 0.0 0.0 0.0
O 0.044 1.653 -1.906 0.0 0.0 0.0
H -0.513 -3.742 -1.825 0.0 0.0 0.0
C 1.995 3.097 -2.124 0.0 -0.1 0.0
H 0.958 8.703 4.158 0.0 0.0 0.0
H -3.484 2.265 5.278 0.0 0.0 0.0


# 5
105
Properties=species:S:1:pos:R:3:forces:R:3 method="wB97M-V/def2-TZVPD" charge=+2 total_energy_ha=-4370.66005 homo_ev="-11.5 / -11.6" gap_ev="5.312 / 5.354"
H -0.542 6.004 1.397 0.3 0.2 -0.1
H -4.292 5.916 -0.927 -0.2 0.2 -0.6
H -5.797 -0.439 -1.536 -0.1 -0.2 -0.2
C 1.104 4.278 -2.502 0.1 -1.7 -0.3
C 1.412 -7.761 -0.366 1.0 0.7 -0.9
H -1.732 5.265 -0.965 0.3 0.4 -0.4
H 0.376 4.946 4.331 0.5 0.4 -0.4
H 4.890 -2.420 -0.352 -0.1 -0.6 -0.1
C -5.280 5.464 -1.054 0.2 -0.1 -0.1
H 1.605 -10.368 -2.461 0.1 0.2 0.3
C 4.333 -4.257 0.544 -1.0 -1.0 1.2
H 0.967 7.890 2.201 -0.3 0.7 0.5
H -1.746 0.541 2.424 0.4 -0.4 0.9
C 3.262 5.501 1.412 0.7 0.4 -0.3
H 1.181 -8.582 -3.676 -0.8 0.0 0.8
H 0.478 -10.349 -1.334 0.4 1.6 -0.4
O -0.576 -0.677 -0.174 2.8 -0.8 -0.3
C 1.818 -0.647 -0.841 -1.6 0.8 0.0
N 2.917 -2.730 -0.661 -0.1 0.9 -1.0
F -1.675 -5.677 -1.103 0.8 0.8 0.2
C -0.224 -7.620 -2.192 0.1 -0.2 -1.3
H -0.422 -9.460 -3.382 1.3 0.9 0.6
H 2.895 3.838 0.057 0.3 -0.3 0.0
H 3.849 -0.899 -0.977 0.4 0.0 -0.1
O -4.411 1.176 -0.069 0.3 0.4 0.4
H 3.772 -3.806 1.411 0.8 -0.4 -0.6
H -0.626 -7.018 -3.028 0.2 0.1 0.6
H 1.213 4.369 -4.730 0.4 0.6 1.3
C 0.502 -1.252 -0.526 -2.2 1.3 -0.5
H 2.825 -8.508 -1.710 0.1 -0.4 -0.3
C 1.106 4.803 0.702 0.6 2.1 1.0
H 3.402 7.353 2.506 0.1 0.0 -0.2
C -0.646 -3.538 -0.940 0.8 0.5 -0.3
H -5.969 6.083 -0.466 0.1 -0.6 0.4
H -5.691 5.550 -2.075 0.6 -0.2 0.3
H 2.689 2.944 3.377 -0.3 0.4 1.2
H 4.574 -3.617 -1.585 0.0 -0.5 0.3
H 2.234 -7.173 0.097 -0.6 -0.3 -0.2
C 2.912 -1.397 -0.836 0.3 -0.7 0.2
H 4.331 5.366 1.376 0.2 0.0 0.3
H -0.627 -0.716 3.066 -0.4 1.0 0.5
C 4.262 -3.297 -0.583 -0.1 0.8 -0.5
F -1.538 3.107 1.315 1.2 -1.8 -0.6
V -0.173 2.342 0.296 -0.1 2.7 -1.4
H 3.781 -5.212 0.344 0.8 0.7 0.1
H -5.722 -0.737 -3.301 0.6 0.1 0.4
H 2.571 -9.668 -0.372 -0.3 0.3 -0.1
O 2.993 1.054 -2.062 -0.9 -0.7 1.1
C -5.134 -0.468 -2.402 -0.3 1.0 0.3
C -0.964 5.271 -1.755 -0.7 -0.7 1.0
P -4.087 1.769 -1.370 -0.9 -0.9 -1.5
H 2.773 -5.162 -1.463 0.3 -0.4 0.0
C -3.913 -1.272 -2.090 -0.4 -2.9 -0.1
H 2.550 3.981 4.913 -0.4 -0.3 -0.6
N 0.823 2.880 4.384 -0.7 -0.4 -0.3
H -2.205 -0.409 3.854 0.5 0.6 0.1
C -0.169 5.737 -3.941 -0.8 0.3 0.8
O -4.714 0.935 -2.606 0.4 0.1 0.2
H 1.995 3.606 -2.392 -1.0 0.7 0.0
C 0.405 -8.827 -2.903 -1.4 -0.3 -0.5
C 2.494 4.614 0.681 -1.5 0.4 0.3
C -0.998 1.060 5.662 -1.1 -0.4 -0.5
H -4.115 -2.419 -2.148 0.1 1.9 0.1
C 1.722 -3.399 -0.912 0.1 0.2 0.1
H 2.752 2.259 5.048 -0.5 0.2 -0.4
H -1.087 -7.935 -1.607 -0.1 -0.2 0.2
N 0.287 4.076 -0.171 -0.1 -3.7 1.5
Te -1.604 1.610 -1.960 -0.5 0.5 1.1
C 0.303 1.816 3.704 -0.6 0.5 0.4
H -3.138 -1.082 -2.823 0.3 0.1 0.1
H -0.149 0.757 6.276 0.3 0.3 -0.4
C 1.372 6.964 1.893 0.7 -2.8 -0.3
C -5.146 3.998 -0.620 -0.8 0.5 0.2
C 2.753 6.664 1.980 -1.0 0.2 0.0
C -1.088 5.975 -2.923 0.0 0.3 -0.3
H -1.591 -3.078 -1.006 -1.2 0.3 0.3
H -6.111 3.578 -0.353 -0.1 0.1 0.3
O 1.229 1.637 -0.842 -1.1 0.5 1.1
C 2.266 3.034 4.420 1.3 0.0 -0.5
H -1.788 0.306 5.778 0.4 0.2 0.1
N -0.773 1.167 4.208 1.9 -0.8 -1.1
C -0.011 4.044 4.756 0.2 -0.9 2.1
C 1.808 -4.775 -1.222 -0.3 0.9 0.6
H 5.370 -4.435 0.810 0.0 -0.3 0.2
N 0.792 -6.922 -1.435 0.4 -2.1 0.5
H -0.022 4.150 5.875 0.0 0.0 -1.0
H 0.763 -8.112 0.420 -0.7 0.2 0.3
H -1.025 3.947 4.419 -0.5 -0.4 -0.3
H -1.890 6.684 -3.115 0.1 -0.2 0.3
C 0.482 -2.677 -0.870 1.6 -2.6 0.8
C 0.548 5.935 1.401 0.3 -0.4 -1.1
C 0.139 4.429 -1.499 0.4 2.5 -1.9
H -4.455 3.863 0.225 -0.2 0.1 -0.3
C 0.691 -5.572 -1.208 -0.4 1.7 0.0
C -0.532 -4.901 -1.038 -0.8 -0.3 -0.4
N 1.093 -9.682 -1.886 0.3 -2.4 -0.4
H -1.440 1.978 5.967 -0.1 0.8 0.8
C 2.084 -8.948 -1.046 0.2 0.4 0.3
S 1.108 1.338 2.185 -0.8 -0.1 -0.1
C -1.348 0.095 3.376 -0.6 -0.5 -1.6
H -3.598 -1.081 -1.063 0.3 0.2 -0.2
C 0.777 4.766 -3.775 1.2 -0.7 -1.1
O -4.722 3.184 -1.750 1.2 -0.2 0.5
H -0.217 6.347 -4.808 -0.2 -0.1 -0.9
C 2.088 0.739 -1.299 -0.2 0.9 -0.5


# 6
18
Properties=species:S:1:pos:R:3:forces:R:3 method="wB97M-V/def2-TZVPD" total_energy_ha=-687.15585 homo_ev=-8.8 gap_ev=9.617 relative_energy_kcal_mol=33.57 smiles=OCNCCCS
N 0.453 -0.642 0.774 0.9 0.5 -0.4
H -0.110 1.892 0.183 -0.2 -0.4 0.4
C -0.218 1.270 -0.701 0.3 -0.1 -1.3
H 1.625 -0.862 2.459 0.3 0.4 -0.2
H -1.647 0.668 -2.200 0.1 -0.3 0.1
H 1.457 0.009 -0.899 0.1 -0.4 0.0
H 2.495 -0.618 0.826 0.0 0.5 0.5
C -1.623 1.207 -1.254 -0.8 0.3 0.2
C 0.421 -0.135 -0.593 0.2 0.6 1.4
H -0.400 -0.901 1.210 -0.6 -0.1 0.2
S -2.844 0.340 -0.175 0.3 -0.3 -0.7
H -2.042 2.181 -1.511 0.1 0.1 0.3
H -0.055 -0.858 -1.245 -0.2 0.1 -0.5
C 1.661 -1.047 1.380 -0.7 -1.3 -0.2
H 0.380 1.827 -1.441 -0.2 -0.1 -0.1
H -2.770 1.176 0.843 0.1 0.4 0.4
O 1.969 -2.465 1.288 0.9 -0.1 0.1
H 1.247 -3.043 1.056 -0.7 0.3 -0.1